Record 1
ORCA calculation (ωB97M-V with the def2-TZVPD basis set) on a single C4H11ClFNSi molecule.

XYZ file:
```
19
Properties=species:S:1:pos:R:3
H -0.32 1.92 -1.13
N -1.32 1.69 -1.15
H 1.10 0.50 -0.54
H -2.63 0.12 -1.66
H -0.44 -1.48 -0.60
Si 2.31 -0.89 1.12
H -0.97 -0.07 -2.33
H -1.64 2.16 -2.01
H -0.27 -0.77 1.78
H 3.58 -0.64 0.41
F 2.58 -0.73 2.79
H -2.03 -1.26 0.20
C -0.41 0.01 0.98
C -1.16 -0.70 -0.20
H 1.35 1.45 1.01
C -1.54 0.25 -1.41
H -0.98 0.84 1.47
C 1.09 0.46 0.58
Cl 1.69 -2.86 0.70
```

## Properties
LUMO in eV: 0.76
Total charge: 0
Total energy in hartree: -1063.4052
SMILES string: NCCCC[Si@@H](F)Cl


Record 2
ORCA calculation (ωB97M-V with the def2-TZVPD basis set) on 11 unconnected molecules or ions with the total composition C29H62N2O15S6.

XYZ file:
```
114
Properties=species:S:1:pos:R:3
O -0.90 0.97 0.99
S 0.21 2.65 4.89
H 5.57 6.08 1.10
H -2.65 1.16 2.74
H -3.89 2.40 -2.50
H 4.43 4.72 1.48
H 2.10 -1.36 5.92
C -0.94 0.52 -0.29
H 0.24 -1.87 1.18
S -4.98 4.40 -1.69
O -4.55 5.02 -0.41
C 1.93 2.56 4.35
H -5.15 -2.89 -4.65
H -2.81 -0.37 -2.88
H -2.74 -1.07 -5.17
H -3.49 -3.57 -4.78
C 4.87 5.34 0.70
H 3.20 -1.50 -1.04
H 0.60 -1.53 -4.79
O -5.03 0.03 2.83
C 0.32 -1.18 -3.80
C -4.02 -3.30 1.34
H -3.66 -1.22 1.22
H -3.01 2.81 2.12
C -4.90 5.69 -2.93
H 3.51 4.22 -1.43
H 1.55 -0.83 0.58
H -2.42 -2.09 -2.85
O 1.25 -6.11 -0.17
S -4.98 1.44 2.34
H -2.92 3.40 -1.43
C -0.63 1.27 -4.44
H -3.88 6.03 -3.12
C 6.03 -1.32 -3.35
H -4.28 -2.76 -6.13
H -4.34 -3.78 0.42
O 4.22 0.56 -3.09
H -1.49 1.10 -3.80
C -2.08 -3.47 2.51
H -0.44 2.34 -4.52
S 2.16 -2.66 3.91
H 6.67 -0.64 -3.91
C 0.00 0.18 1.77
H 2.31 3.58 4.45
C 4.35 3.63 -1.06
H 3.30 -1.28 2.31
H 4.58 -2.54 -1.43
H 5.42 -1.85 -4.08
O -0.49 1.39 4.53
H 3.45 -2.17 -2.71
H -2.69 -2.18 -0.03
O 3.42 -6.06 0.42
C 2.94 -1.16 3.33
H 6.61 -2.04 -2.77
H 1.49 -4.16 -0.79
O -0.26 -0.62 -0.41
S 4.98 -0.38 -2.24
H 4.02 5.93 0.32
H -3.82 0.86 0.25
N -5.11 -1.76 -1.40
C -3.33 2.01 2.78
C -3.10 -2.13 0.97
C 2.91 -4.77 0.79
C 0.48 -0.89 0.77
C 3.92 -1.75 -1.82
H 5.90 5.09 -1.16
C -4.75 1.32 0.57
H -5.30 5.28 -3.87
H -0.75 -1.29 -3.63
H -4.91 2.31 0.13
H 3.75 -0.86 3.99
C 1.39 -1.99 5.38
H 4.70 3.12 -1.97
O -2.04 -2.26 1.92
H 2.00 2.23 3.32
H -5.58 0.70 0.22
H 0.56 -1.37 5.04
C 1.53 -4.76 0.13
N 3.42 1.65 0.36
C -4.31 -1.58 -2.18
H 2.21 -0.35 3.30
H 2.54 1.96 5.02
O 3.17 -3.64 4.36
H -0.75 0.84 -5.44
C 3.83 2.54 -0.22
S 0.85 0.55 -3.70
O -1.55 1.10 -1.13
H 2.87 -4.64 1.86
H -4.92 -3.02 1.88
C 2.42 -6.83 -0.08
H -3.06 3.88 -3.14
H -4.36 -0.65 -4.75
H 0.83 1.54 6.89
O -1.26 -3.88 3.25
C -4.15 -2.75 -5.05
H 0.86 0.81 1.99
H 0.87 -1.70 -3.01
C 0.53 2.56 6.65
C 5.43 4.48 -0.39
C -3.60 -1.41 -4.58
O 1.89 0.63 -4.74
O -3.19 -4.14 2.14
C -3.58 3.43 -2.30
H -3.39 2.20 3.85
H 6.19 3.79 -0.01
O 2.51 -7.98 -0.35
H 3.51 -3.98 0.34
H 0.75 -4.29 0.74
H -0.46 -0.18 2.68
H 1.38 3.22 6.86
H -5.52 6.54 -2.65
C -3.19 -1.36 -3.12
H -0.35 2.88 7.19
H 1.03 -2.78 6.02
```

## Properties
LUMO in eV: 0.15
Total charge: 0
Total energy in hartree: -4769.2388


Record 3
ORCA calculation (ωB97M-V with the def2-TZVPD basis set) on 6 unconnected molecules or ions with the total composition C36H65F5I2O10S.

XYZ file:
```
119
Properties=species:S:1:pos:R:3
O -1.56 4.67 1.43
C 0.41 0.54 -6.89
H -0.75 0.70 3.89
C -2.68 8.60 -2.42
H -4.12 -4.26 4.80
C 0.72 -1.49 -5.75
H -3.99 7.72 -0.75
H 0.67 -0.51 4.12
H 4.30 2.58 3.93
H 4.39 -0.12 2.53
H -0.23 -5.79 -0.46
H 0.35 -2.51 -5.66
H 0.54 -7.88 1.26
H -1.46 0.52 -5.80
C 1.55 -6.09 1.89
H -0.08 1.09 -7.70
F -3.51 8.12 -3.59
C -3.20 2.08 -2.81
O -3.43 -1.52 4.59
O -0.15 2.61 1.03
C -0.38 0.56 -5.60
O 0.96 -5.08 1.05
H -3.31 -1.72 1.51
H -4.13 2.07 -2.11
H -0.18 1.44 -4.99
H 4.10 -1.39 -3.07
I 0.18 5.61 -0.67
C 4.10 -4.02 -4.41
O 3.21 -0.03 4.20
H 2.58 -5.78 2.11
H -0.35 -1.32 -7.61
H -4.80 -2.48 3.37
H 0.99 -6.14 2.83
C 5.07 -3.21 -2.43
H 3.12 1.12 2.47
C 3.84 -2.40 -2.76
H -0.75 3.17 -2.26
H 3.27 0.98 5.99
H 0.00 -2.59 0.76
H 3.14 -2.35 -1.92
H -2.20 5.71 -2.60
H -2.85 3.21 -2.89
C 1.62 -6.90 -0.31
O 3.20 -3.05 -3.87
H 4.12 -3.93 -5.50
C -0.74 -0.96 2.33
H -4.05 5.85 -2.28
C -4.61 -3.43 5.32
H 5.59 1.65 5.77
H 0.77 0.84 2.72
O -0.72 3.39 3.69
H -3.50 5.44 0.40
C -2.42 1.04 1.42
C 3.91 0.29 5.41
F -0.56 7.48 -3.50
H 5.97 0.20 4.82
S -0.28 3.85 2.24
H 5.86 -2.62 -1.96
H -2.15 7.58 -0.33
C -1.11 8.72 -2.87
C -3.00 4.86 -0.52
C -0.82 2.23 -1.53
H -3.27 -3.75 7.02
C -1.92 1.21 -2.23
C -1.26 2.68 0.02
H 1.40 0.99 -6.72
C 0.56 -0.93 -7.15
H 3.72 -5.01 -4.15
H -4.34 -2.34 7.15
H -1.37 0.77 -3.19
H -0.78 -0.13 0.19
H 6.08 -4.66 -3.73
C 0.08 0.09 3.28
H 5.68 1.86 3.07
C -2.92 7.51 -1.22
O -0.02 -0.62 -4.88
C 1.51 -7.38 1.11
H -5.48 -1.54 4.72
C -2.75 -2.06 5.73
C -4.67 -2.22 4.42
H 1.19 -4.88 -1.00
H -3.39 -1.02 -0.24
I 1.24 1.38 -1.57
O -2.54 2.03 0.34
C -2.98 5.93 -1.76
H 1.25 -7.61 -1.05
C -1.53 4.33 -0.03
O 1.02 4.66 2.59
H -2.11 1.59 2.42
H 5.99 -3.00 -4.36
H 1.77 -1.46 -5.43
C 4.83 1.64 3.72
H -1.90 -2.64 5.36
H 1.22 -1.23 1.20
H 4.82 -4.03 -1.76
H -2.21 0.29 -1.58
H 4.07 -0.62 6.00
C 3.86 0.64 3.11
H -3.48 1.75 -3.90
C 0.41 -1.97 1.67
F -0.21 9.09 -1.74
H -5.60 -3.77 5.65
H -3.77 4.02 -0.81
C -1.53 -0.29 1.06
C 0.83 -5.61 -0.27
H 1.40 -1.18 -7.80
H -1.48 -1.68 2.90
C -2.63 -1.45 0.56
F -3.11 9.99 -2.02
F -1.00 9.80 -3.90
H 2.30 -8.08 1.41
H -2.37 -1.25 6.36
C 5.21 0.96 5.01
H -2.09 -2.38 0.10
C 5.45 -3.76 -3.78
H -3.53 0.65 1.62
H 2.67 -6.69 -0.55
C -3.74 -2.94 6.45
H 0.97 -2.62 2.48
```

## Properties
LUMO in eV: -0.29
Total charge: 0
Total energy in hartree: -3655.5190
SMILES string: CC[C@H](I)[C@@]1(OC[C@H](C)C(C)C)OS(=O)(=O)O[C@]1(I)CCCC(F)(F)C(F)(F)F.C1CCOC1.C1CCOC1.C1CCOC1.C1CCOC1.C1CCOC1


Record 4
ORCA calculation (ωB97M-V with the def2-TZVPD basis set) on 3 unconnected molecules or ions with the total composition C18H38N3O5.

XYZ file:
```
64
Properties=species:S:1:pos:R:3
H 2.09 2.40 0.34
C -0.36 -2.24 -2.56
C 2.85 1.33 -2.95
H 0.72 -0.70 -4.00
H 1.70 0.91 1.23
H -1.40 -0.60 -0.36
H -7.09 -0.85 3.91
H 6.30 -1.52 1.41
H -5.70 0.68 1.62
O -6.29 1.06 4.20
H 4.76 0.19 0.41
C -7.38 1.74 4.62
N 1.88 -0.81 -0.99
H 2.75 -1.02 -0.41
H -2.06 0.94 -1.27
C -6.33 -0.19 3.49
C 5.41 1.02 0.71
N 1.51 1.47 -2.21
C -1.69 -1.56 -3.25
H -2.18 -2.38 -3.96
H -2.84 1.85 1.02
C -8.73 1.34 4.10
C 7.99 -0.15 1.37
H 3.68 1.80 -2.23
C 3.23 -0.25 -3.17
O -7.27 2.71 5.37
C -2.33 -0.17 -0.94
H 5.69 0.90 1.76
C -6.50 0.03 2.00
H 9.08 -0.22 1.45
C 2.23 -1.30 -2.37
H 2.80 1.95 -3.97
H 4.85 1.95 0.65
H -1.77 0.39 1.56
C 6.58 1.10 -0.22
H -6.47 -0.92 1.46
O 7.71 0.42 0.08
H -5.37 -0.68 3.67
H -3.52 0.49 2.25
O -3.41 -0.01 0.09
H 2.87 -2.30 -2.23
C 0.95 -1.65 -3.34
C -2.87 0.70 1.28
H 3.13 -0.49 -4.32
H -8.82 0.28 3.87
H 1.47 2.48 -1.88
H 7.76 -2.18 0.68
H -3.53 -2.00 -1.83
H -9.48 1.55 4.87
O 6.49 1.70 -1.29
N 1.83 1.38 0.29
H 7.67 0.51 2.18
H 1.33 -2.48 -4.11
C -2.85 -1.09 -2.20
C 7.39 -1.54 1.49
H -0.41 -3.41 -2.83
H -1.46 -0.64 -3.96
H -8.96 1.93 3.20
H -3.60 -0.39 -2.82
H 4.35 -0.47 -2.88
H 7.66 -1.99 2.45
H -7.45 0.52 1.77
C 1.73 0.69 -0.91
H -0.33 -2.19 -1.40
```

## Properties
LUMO in eV: -4.21
Total charge: +1
Total energy in hartree: -1248.6723


Record 5
ORCA calculation (ωB97M-V with the def2-TZVPD basis set) on a single C9H13N3 molecule.

XYZ file:
```
25
Properties=species:S:1:pos:R:3
H -1.68 0.61 -0.74
C -1.44 1.10 0.15
H 0.08 0.59 -1.98
H 1.42 -2.26 0.62
H -1.67 -1.09 -1.60
N 0.04 0.18 2.26
C -0.71 -1.34 -1.11
H 0.97 -0.98 -2.53
H 1.99 1.83 0.33
N 1.14 -0.62 1.92
C -1.20 -0.06 1.03
H -2.05 -0.29 1.59
H -0.35 -2.33 -1.41
C 0.42 -0.48 -1.61
H -0.10 2.79 0.66
H 0.07 2.34 -1.09
C -0.57 -1.36 0.40
H -0.98 -2.27 0.87
C 1.30 -0.25 -0.41
H -2.18 1.76 0.67
N 1.17 0.80 1.77
C 0.94 -1.25 0.64
H 2.33 -0.41 -0.82
C 1.16 1.11 0.37
C -0.10 1.88 0.02
```

## Properties
LUMO in eV: 0.74
Total charge: 0
Total energy in hartree: -514.8245
SMILES string: C1C[C@H]2[C@H]3[C@@H]1[C@H]1CC[C@@H]2n2n3n21
Energy above the lowest of the compared OMol25 structures with the same formula, charge and spin in eV: 4.124


Number 1: HOMO level -9.566 eV. Number 2: HOMO level -8.705 eV. Number 3: HOMO level -9.215 eV. Number 4: HOMO level -11.439 eV. Number 5: HOMO level -8.289 eV.